# 1
# C36H97N7O11

A 9-piece molecular cluster, C36H97N7O11 overall (ωB97M-V with the def2-TZVPD basis set, the Open Molecules 2025 dataset).

XYZ file:
```
151
Properties=species:S:1:pos:R:3
C 7.715 -24.780 -20.611
O 7.287 -26.052 -20.115
C 8.224 -27.143 -20.066
C 8.493 -27.839 -21.433
C 7.386 -28.201 -22.383
N 9.143 -29.164 -21.218
H 6.781 -24.296 -20.895
H 8.380 -24.956 -21.457
H 8.308 -24.284 -19.843
H 9.131 -26.707 -19.646
H 7.774 -27.807 -19.328
H 9.270 -27.387 -22.050
H 6.606 -28.754 -21.858
H 7.717 -28.847 -23.196
H 6.889 -27.341 -22.831
H 8.673 -29.933 -21.675
H 9.270 -29.364 -20.236
C 6.704 -24.737 -15.399
O 6.685 -25.451 -14.166
C 6.009 -26.701 -14.279
C 4.886 -26.733 -13.228
C 4.115 -28.056 -13.214
N 3.874 -25.643 -13.379
H 7.054 -23.707 -15.329
H 5.672 -24.673 -15.745
H 7.333 -25.343 -16.050
H 5.582 -26.918 -15.259
H 6.715 -27.520 -14.146
H 5.234 -26.584 -12.206
H 3.384 -28.121 -14.020
H 3.521 -28.118 -12.302
H 4.761 -28.910 -13.417
H 4.078 -24.760 -12.934
H 3.672 -25.278 -14.299
C 11.925 -15.676 -17.926
O 10.475 -15.557 -17.924
C 9.982 -14.684 -18.899
C 8.388 -14.616 -18.713
C 7.723 -15.952 -19.214
N 7.987 -13.498 -19.410
H 12.354 -16.388 -18.630
H 12.175 -16.138 -16.971
H 12.438 -14.727 -18.083
H 10.496 -13.727 -18.987
H 10.208 -15.110 -19.876
H 8.025 -14.617 -17.686
H 7.946 -16.123 -20.267
H 6.653 -15.763 -19.124
H 8.023 -16.813 -18.617
H 8.640 -12.736 -19.299
H 7.030 -13.225 -19.237
C 11.064 -17.928 -7.642
O 11.727 -18.403 -8.713
C 12.606 -17.428 -9.341
C 13.195 -18.058 -10.638
C 14.026 -19.338 -10.452
N 13.889 -17.038 -11.409
H 11.822 -17.577 -6.942
H 10.548 -18.703 -7.075
H 10.266 -17.237 -7.915
H 12.136 -16.501 -9.668
H 13.384 -17.113 -8.646
H 12.310 -18.455 -11.135
H 14.167 -20.043 -11.271
H 13.773 -19.961 -9.594
H 14.966 -18.881 -10.143
H 14.254 -17.484 -12.238
H 13.280 -16.307 -11.748
C 14.080 -23.824 -21.622
O 14.203 -22.395 -21.852
C 15.588 -21.930 -22.055
C 15.495 -20.391 -21.951
C 15.065 -19.843 -23.274
N 16.841 -19.779 -21.794
H 14.849 -24.393 -22.145
H 13.020 -24.041 -21.749
H 14.198 -24.049 -20.561
H 16.090 -22.353 -21.185
H 16.140 -22.221 -22.948
H 14.748 -19.955 -21.287
H 15.046 -18.754 -23.241
H 14.025 -20.088 -23.490
H 15.605 -20.273 -24.118
H 16.717 -18.779 -21.728
H 17.381 -19.938 -22.632
C 19.548 -28.930 -20.086
O 18.677 -27.829 -19.970
C 18.789 -27.189 -18.749
C 17.972 -25.853 -18.613
N 16.902 -26.035 -17.586
C 17.338 -25.870 -16.200
C 16.204 -25.904 -15.139
O 15.460 -24.701 -15.111
C 14.330 -24.831 -14.206
H 20.607 -28.692 -19.984
H 19.226 -29.401 -21.015
H 19.192 -29.780 -19.504
H 19.850 -26.981 -18.615
H 18.518 -27.829 -17.909
H 17.546 -25.448 -19.531
H 18.662 -25.096 -18.241
H 16.094 -25.446 -17.729
H 18.024 -25.029 -16.091
H 18.001 -26.666 -15.861
H 16.578 -25.957 -14.116
H 15.638 -26.800 -15.391
H 14.362 -24.998 -13.129
H 13.470 -25.305 -14.680
H 13.912 -23.824 -14.178
C 3.377 -11.605 -7.905
O 3.102 -12.957 -7.670
C 3.433 -13.873 -8.638
C 2.269 -14.295 -9.658
N 2.298 -15.727 -9.979
C 3.462 -16.110 -10.785
C 3.344 -15.624 -12.321
O 4.300 -16.294 -13.084
C 5.623 -15.925 -12.963
H 3.016 -10.938 -7.122
H 2.815 -11.248 -8.768
H 4.460 -11.487 -7.850
H 3.869 -14.782 -8.223
H 4.237 -13.446 -9.238
H 1.977 -13.590 -10.436
H 1.369 -14.339 -9.044
H 2.060 -16.153 -9.094
H 3.464 -17.185 -10.606
H 4.456 -15.912 -10.383
H 3.500 -14.555 -12.473
H 2.372 -15.771 -12.792
H 5.769 -15.563 -11.945
H 5.779 -15.051 -13.595
H 6.210 -16.776 -13.309
C 7.241 -21.744 -11.038
C 6.429 -22.723 -10.160
O 5.072 -22.813 -10.605
H 6.774 -20.770 -11.180
H 7.344 -22.139 -12.049
H 8.251 -21.616 -10.648
H 6.463 -22.684 -9.072
H 6.968 -23.650 -10.353
H 4.585 -23.033 -9.807
C 11.680 -21.245 -16.890
C 11.096 -20.491 -15.722
O 10.044 -19.666 -16.170
H 11.779 -20.534 -17.711
H 10.848 -21.919 -17.094
H 12.561 -21.803 -16.573
H 11.819 -19.866 -15.198
H 10.656 -21.136 -14.961
H 10.380 -18.878 -16.603
```

## Properties
structure (SMILES) = COC[C@H](C)N.COC[C@H](C)N.COC[C@H](C)N.COC[C@H](C)N.COC[C@H](C)N.COCCNCCOC.COCCNCCOC.CCO.CCO
2S+1 = 1
energy relative to the best compared isomer or geometry (same formula, charge and spin) = 752.3 kJ/mol
charge = 0
Kohn-Sham gap = 8.693 eV
LUMO energy = 0.241 eV
total energy = -71845.3465 eV


# 2
# C4H9NO2

One molecule with the formula C4H9NO2 (ωB97M-V with the def2-TZVPD basis set, the Open Molecules 2025 dataset).

XYZ file:
```
16
Properties=species:S:1:pos:R:3
C 0.527 -0.663 2.049
C 0.214 0.260 0.881
O 1.447 0.692 0.347
C -0.670 -0.438 -0.155
N -0.990 0.413 -1.293
C -0.194 0.490 -2.385
O 0.823 -0.164 -2.541
H -0.376 -0.931 2.608
H 1.225 -0.164 2.728
H 1.010 -1.577 1.686
H -0.348 1.137 1.250
H 1.397 0.727 -0.616
H -0.164 -1.328 -0.541
H -1.606 -0.755 0.316
H -1.740 1.080 -1.205
H -0.556 1.221 -3.129
```

## Properties
structure (SMILES) = C[C@@H](O)CNC=O
2S+1 = 1
energy relative to the best compared isomer or geometry (same formula, charge and spin) = 77.7 kJ/mol
charge = 0
Kohn-Sham gap = 10.637 eV
LUMO energy = 0.728 eV
total energy = -9879.2549 eV


# 3
# C30H59ClFNO27S6

A 7-piece molecular cluster, C30H59ClFNO27S6 overall (ωB97M-V with the def2-TZVPD basis set, the Open Molecules 2025 dataset).

XYZ file:
```
125
Properties=species:S:1:pos:R:3
C -3.270 3.904 2.158
C -3.440 2.551 2.094
N -4.160 1.869 3.165
C -3.282 1.207 4.166
C -1.755 1.641 4.016
C -5.273 1.051 2.668
C -5.936 0.074 3.709
C -6.863 0.742 4.794
C -6.170 1.786 5.740
Cl -5.409 0.871 7.130
C -6.432 2.093 2.262
O -6.355 3.330 2.996
C -6.922 4.392 2.272
F -8.219 4.035 1.807
O -6.116 4.817 1.215
C -6.307 6.206 0.879
C -6.710 6.246 -0.655
O -5.003 0.390 1.408
C -4.035 -0.650 1.533
C -3.754 -1.301 0.108
C -3.587 -0.235 -1.034
C -4.760 -2.482 -0.237
C -6.121 -2.003 -0.856
C -3.979 -3.452 -1.239
H -3.440 4.481 3.096
H -2.961 4.436 1.230
H -3.032 2.001 1.208
H -3.539 1.416 5.236
H -3.254 0.081 4.071
H -1.608 2.742 4.135
H -1.265 1.203 3.113
H -1.241 1.168 4.907
H -5.233 -0.614 4.243
H -6.610 -0.604 3.104
H -7.214 -0.098 5.462
H -7.815 1.178 4.376
H -5.478 2.498 5.234
H -6.979 2.417 6.208
H -6.278 2.324 1.166
H -7.450 1.611 2.308
H -7.040 5.228 3.020
H -7.036 6.747 1.528
H -5.282 6.678 0.924
H -7.626 5.622 -0.851
H -5.878 5.904 -1.323
H -6.926 7.320 -0.918
H -4.326 -1.501 2.203
H -3.033 -0.232 1.854
H -2.745 -1.796 0.227
H -4.171 0.708 -0.891
H -2.519 0.067 -1.209
H -3.942 -0.676 -2.012
H -4.918 -3.082 0.701
H -5.990 -1.306 -1.725
H -6.705 -1.517 -0.023
H -6.696 -2.901 -1.215
H -4.060 -3.096 -2.305
H -2.883 -3.508 -1.013
H -4.388 -4.491 -1.115
O -1.600 2.050 -1.442
S -0.359 1.353 -1.533
O 0.103 0.471 -0.514
O 0.797 2.433 -1.851
C 1.457 2.085 -3.074
C 0.415 1.354 -3.895
O -0.313 0.569 -2.945
H 2.298 1.433 -2.834
H 1.824 2.980 -3.575
H 0.859 0.720 -4.660
H -0.284 2.053 -4.362
O 5.847 2.062 -4.556
S 5.153 0.927 -4.045
O 3.835 0.573 -4.470
O 5.168 1.010 -2.434
C 5.789 -0.165 -1.894
C 6.769 -0.614 -2.957
O 6.100 -0.368 -4.202
H 5.014 -0.917 -1.728
H 6.279 0.063 -0.949
H 7.030 -1.663 -2.862
H 7.680 -0.009 -2.938
O 7.485 -5.118 -0.248
S 6.922 -4.611 -1.449
O 6.454 -3.266 -1.563
O 5.745 -5.612 -1.923
C 6.022 -6.097 -3.240
C 7.535 -6.084 -3.356
O 7.945 -4.896 -2.667
H 5.563 -5.413 -3.959
H 5.606 -7.094 -3.372
H 7.872 -6.064 -4.391
H 7.983 -6.943 -2.846
O 11.498 -6.797 -2.639
S 10.698 -7.920 -2.285
O 9.428 -8.175 -2.885
O 10.527 -7.933 -0.681
C 11.023 -9.166 -0.152
C 12.103 -9.606 -1.123
O 11.599 -9.254 -2.414
H 10.198 -9.882 -0.125
H 11.407 -9.019 0.856
H 12.302 -10.675 -1.067
H 13.032 -9.054 -0.959
O -2.399 10.309 -4.707
S -3.733 9.809 -4.699
O -4.714 10.223 -5.645
O -4.334 9.999 -3.210
C -4.733 8.731 -2.685
C -3.823 7.719 -3.358
O -3.676 8.193 -4.698
H -5.779 8.563 -2.955
H -4.632 8.719 -1.601
H -4.241 6.713 -3.350
H -2.834 7.705 -2.892
O 6.756 -4.197 1.506
S 6.994 -3.075 2.354
O 7.819 -1.981 1.962
O 7.501 -3.621 3.790
C 6.621 -3.163 4.819
C 5.271 -3.002 4.145
O 5.569 -2.486 2.847
H 6.996 -2.205 5.188
H 6.591 -3.879 5.639
H 4.614 -2.323 4.686
H 4.772 -3.967 4.020
```

## Properties
structure (SMILES) = C=CN(CC)[C@@](CCCCl)(CO[C@H](F)OCC)OC[C@H](C)C(C)C.O=S1(=O)OCCO1.O=S1(=O)OCCO1.O=S1(=O)OCCO1.O=S1(=O)OCCO1.O=S1(=O)OCCO1.O=S1(=O)OCCO1
2S+1 = 1
energy relative to the best compared isomer or geometry (same formula, charge and spin) = 0.0 kJ/mol
charge = 0
Kohn-Sham gap = 8.792 eV
LUMO energy = 0.347 eV
total energy = -169081.1856 eV


# 4
# C3H12NO3

C3H12NO3 as an isolated structure (ωB97M-V with the def2-TZVPD basis set, the Open Molecules 2025 dataset).

XYZ file:
```
19
Properties=species:S:1:pos:R:3
C -1.095 -1.109 1.140
N -2.006 -0.012 0.610
C -1.627 0.085 -0.811
C -0.568 1.478 -0.857
O 0.314 1.458 0.168
H -1.492 -1.474 2.142
H -0.059 -0.886 1.251
H -1.419 -1.974 0.660
H -1.636 0.866 0.966
H -2.502 0.271 -1.447
H -1.130 -0.599 -1.351
H -1.183 2.452 -1.054
H 0.037 1.332 -1.707
H 2.896 0.652 0.945
H 1.468 1.134 0.033
O 2.717 0.863 0.036
H 1.906 -2.026 -0.084
H 2.648 -0.775 -0.262
O 2.732 -1.736 -0.376
```

## Properties
2S+1 = 1
energy relative to the best compared isomer or geometry (same formula, charge and spin) = 219.6 kJ/mol
charge = -1
Kohn-Sham gap = 8.459 eV
LUMO energy = 4.048 eV
total energy = -10937.1275 eV


Number 1: highest occupied orbital energy -8.452 eV. Number 2: highest occupied orbital energy -9.909 eV. Number 3: highest occupied orbital energy -8.445 eV. Number 4: highest occupied orbital energy -4.411 eV.